Computed, not measured: a 25-piece molecular cluster, C60H105N15O30 overall at a distorted geometry, with the ωB97M-V functional and the def2-TZVPD basis.

Summary:
- Spin multiplicity: 1
- HOMO: -10.2 eV
- Frontier orbital gap: 10.34 eV

```
210
Properties=species:S:1:pos:R:3:forces:R:3:lowdin_charge:R:1
H 31.32036 -20.02524 4.07522 -0.87 0.10 -0.60 0.011
H 25.44191 -14.15157 -3.72647 0.15 -1.16 0.14 0.107
H 29.49067 -21.42373 9.28888 -0.37 0.57 -0.59 0.117
C 18.11011 -16.87473 7.42587 0.48 -0.08 0.63 -0.052
C 25.41973 -11.83258 0.86740 -0.10 1.26 -1.70 -0.314
C 33.94708 -17.95893 -1.13598 0.47 0.47 0.01 -0.045
N 25.32640 -11.45145 -0.22461 0.16 -0.50 1.20 0.142
H 29.83542 -9.12733 9.38480 0.84 -0.08 0.10 0.100
C 29.23094 -20.38605 8.95839 1.93 -1.15 3.04 -0.077
H 17.07279 -10.42968 4.29730 0.40 -0.73 -0.83 0.112
C 20.22625 -15.73450 3.18702 0.61 1.99 -1.15 -0.024
O 27.79910 -11.22892 12.39828 0.06 0.54 -1.61 0.015
O 26.60815 -11.38712 14.19664 -1.70 -0.48 -0.16 -0.005
H 22.60154 -9.18030 8.36761 -0.23 -0.20 0.07 0.093
N 33.09015 -18.79871 1.71811 1.12 1.40 -2.09 0.170
O 26.65922 -19.05944 11.11535 1.39 -1.04 -2.02 -0.049
O 28.91913 -19.26453 11.48621 -2.01 -0.32 -1.75 0.100
H 33.28657 -18.65897 -1.64522 -0.46 0.52 -0.19 0.090
H 31.84979 -13.02635 4.43650 -0.39 -0.43 -1.32 0.055
O 23.54505 -17.85129 3.02647 -0.06 0.24 -0.79 0.128
H 31.11327 -14.23134 3.24864 0.07 -1.11 0.20 0.031
H 24.26922 -8.95555 8.77192 0.61 0.57 0.11 0.079
C 21.46763 -17.46158 8.55161 0.11 -0.31 0.11 -0.306
H 23.49313 -10.34579 9.42911 -0.33 -0.13 0.37 0.080
H 29.73082 -18.85936 0.74615 -0.38 0.30 0.16 0.075
H 26.11655 -17.30163 8.20567 -0.19 0.21 -0.04 0.074
C 26.12867 -18.17321 2.08844 1.41 0.39 -0.60 -0.041
C 28.67340 -16.78960 9.48991 0.31 -0.43 0.52 -0.025
O 24.08559 -15.08754 -2.55159 -0.32 0.49 0.81 -0.009
H 24.45200 -17.61805 7.60676 0.82 -0.28 0.70 0.082
H 27.29514 -11.99588 10.45296 -0.17 0.46 0.48 0.049
N 24.24043 -16.37764 10.48400 -0.58 0.56 0.76 0.178
H 27.26505 -13.70279 0.33863 0.30 0.34 0.29 0.037
H 25.91730 -12.24572 8.49520 0.30 -0.69 -0.68 0.074
C 17.78002 -11.15760 3.82672 1.57 1.35 1.27 -0.010
C 25.66529 -13.27472 8.80960 -0.22 1.09 -0.02 -0.044
H 20.50991 -11.86965 7.72059 -0.33 -1.03 0.27 0.088
C 24.42788 -18.19780 3.75773 1.71 0.46 -2.18 -0.618
H 25.61458 -13.11500 9.87525 0.04 -0.90 0.58 0.069
H 25.43717 -11.55709 15.78960 -0.37 -0.16 0.78 0.077
O 31.86693 -9.75354 9.04255 -1.50 -1.23 0.13 -0.002
H 20.83980 -11.40260 -1.55434 -0.35 0.24 -0.38 0.084
H 20.47193 -15.21710 4.11222 -0.09 -0.14 0.12 0.066
H 33.57980 -17.25786 5.62803 0.23 -0.45 0.06 0.073
N 29.12970 -19.45367 3.25319 0.62 -0.42 -0.95 0.174
N 30.20993 -16.58809 2.81852 0.06 0.65 0.60 0.166
H 33.63635 -12.15898 5.96828 0.27 0.80 0.40 0.094
H 34.71462 -17.58792 -1.81981 -0.34 -0.05 -0.02 0.087
C 25.70883 -14.85187 5.38110 1.36 0.36 0.73 -0.594
C 21.06109 -14.32648 11.95769 -4.07 -2.19 -0.27 -0.312
C 27.92833 -11.22992 10.91322 0.14 -0.17 0.15 -0.008
H 26.23649 -19.19303 1.66630 -0.20 0.60 0.15 0.110
H 22.18311 -15.87655 0.71464 0.39 0.16 0.06 0.076
H 18.73354 -16.77438 8.32096 -0.03 -0.20 -0.20 0.061
C 31.31784 -13.20991 3.46446 0.58 0.95 0.02 -0.044
H 25.38714 -17.58156 1.56998 -0.04 0.01 -0.47 0.073
H 22.73411 -14.78044 6.76117 0.68 -0.12 -1.49 0.080
H 24.53428 -11.04629 14.29280 0.41 -1.02 0.65 0.104
C 30.27912 -17.15468 1.82815 0.09 -0.49 -0.68 -0.271
C 27.40601 -14.82762 9.28572 -1.59 0.26 0.97 -0.579
O 21.15479 -11.07386 0.42675 0.41 -0.98 -1.33 0.010
H 29.28046 -20.28234 7.91703 -0.39 0.22 -1.35 0.055
C 23.53324 -9.70062 8.56522 -0.22 0.14 0.11 -0.045
H 34.43978 -18.57104 -0.38648 -0.17 0.55 0.52 0.055
N 20.03152 -14.87965 11.88752 2.41 1.10 0.05 0.124
O 24.43468 -16.53851 -0.83278 2.78 -0.99 1.69 0.139
H 25.96411 -14.84145 0.02511 -0.51 0.22 -0.49 0.052
C 23.94932 -10.48743 7.43701 0.85 -1.64 -2.22 -0.241
N 28.74937 -12.07767 1.77590 -0.59 -0.46 1.38 0.174
H 24.67789 -13.52102 8.41725 0.21 -0.09 0.02 0.082
H 22.19678 -17.50308 -0.05923 -0.16 0.66 0.13 0.106
C 32.68354 -16.71475 5.39721 -0.69 2.03 0.66 -0.053
H 30.11910 -17.45849 -0.29579 -0.08 0.11 0.45 0.065
O 24.25467 -18.58140 4.97457 -1.25 -1.03 1.92 0.031
C 21.57988 -11.58401 3.79897 0.63 -1.06 -0.69 -0.037
C 21.87139 -16.44575 -0.15153 0.97 -1.11 -0.27 -0.030
H 32.91663 -15.61524 5.49420 -0.15 -1.07 -0.15 0.096
O 19.36674 -10.76500 6.10839 -0.53 -1.92 0.24 0.070
H 22.65090 -11.85681 3.91829 -0.50 0.55 -0.30 0.081
O 32.59409 -14.75277 -0.65464 0.08 1.48 -0.78 0.004
H 22.55263 -11.07423 -1.10621 -0.25 0.05 -0.09 0.086
H 21.04905 -12.55545 3.86059 -0.08 0.60 0.07 0.089
H 28.53442 -16.30026 4.93399 0.57 -0.44 -0.14 0.043
H 27.66482 -10.35419 7.35932 -0.09 -0.10 -0.35 0.068
H 20.64635 -18.93093 9.57919 -0.81 -0.75 0.38 0.081
C 21.62708 -11.60316 -0.85951 0.53 0.69 0.49 0.000
O 27.84683 -15.92657 8.70783 0.97 -0.30 -0.69 -0.024
C 26.51355 -18.18057 12.24313 1.00 0.66 -0.39 -0.031
H 20.49756 -13.72232 8.03155 -0.03 0.19 -0.05 0.056
C 32.04645 -12.66854 2.29405 -0.59 -0.39 1.87 -0.224
C 29.13225 -10.41284 5.83221 -0.24 -0.58 -0.14 -0.211
C 27.74134 -19.02991 5.42146 0.73 0.27 -0.22 -0.035
H 31.32394 -18.39763 0.54098 1.37 -0.05 -0.04 0.008
H 31.10978 -11.23307 -0.06464 0.25 0.32 -0.07 0.026
H 20.79490 -16.40407 -0.18036 -0.25 0.17 -0.56 0.082
H 22.38720 -17.60859 5.19444 0.26 -0.38 -0.43 0.096
H 26.94361 -19.74777 5.37407 -0.31 -0.47 0.43 0.081
H 21.28083 -10.89060 4.54623 -0.30 0.36 0.66 0.071
H 26.60405 -12.30368 2.52034 -0.25 -0.52 -0.02 0.035
O 22.41856 -15.90301 -1.37422 -1.09 1.16 -0.24 -0.003
O 24.62080 -15.33559 5.99752 -0.60 0.92 -0.32 -0.023
H 30.36551 -10.39035 10.50739 0.49 -0.59 -0.80 0.053
O 25.76851 -18.25308 3.45115 -1.42 -0.28 1.28 -0.057
H 27.72677 -11.90754 6.52039 0.12 -0.24 -0.18 0.060
N 32.65455 -12.22773 1.43681 0.50 0.46 -0.74 0.161
H 19.45684 -16.44243 3.32272 -1.22 -0.45 0.18 0.049
H 19.03700 -12.69175 8.47371 1.23 -0.10 -0.19 0.110
C 32.59291 -13.41988 -1.32372 -1.28 -0.80 -0.18 -0.018
H 24.92036 -11.82051 2.94473 0.49 -0.13 -0.67 0.086
H 23.17428 -14.10820 11.79416 -1.30 0.47 0.49 0.090
N 30.16083 -10.14870 5.37089 -1.25 -0.09 0.52 0.162
H 32.85796 -19.79300 4.78520 -0.16 -0.60 -1.09 0.079
H 27.25995 -18.04555 5.49122 0.42 -0.22 -0.21 0.063
O 33.25688 -16.81030 -0.52313 0.56 -0.50 -0.90 -0.040
H 23.18975 -14.18781 4.96660 -0.36 -0.50 0.69 0.099
O 26.67455 -15.78401 5.42191 -1.34 -0.51 -0.22 -0.039
C 24.58349 -17.00129 9.59228 0.83 -0.43 -0.44 -0.279
H 25.94848 -15.75168 -2.89980 1.25 -0.91 -0.42 0.059
H 27.96627 -14.83791 4.04910 -0.14 -0.34 -0.07 0.091
H 22.32214 -13.19516 13.12708 0.06 -0.15 -0.10 0.084
H 32.41605 -10.93822 5.27383 0.58 -0.31 0.01 0.064
N 19.74119 -13.93415 1.28878 -0.37 0.82 -0.67 0.178
H 27.80349 -10.23264 10.39700 -0.15 -0.88 1.11 0.109
N 28.27968 -16.14357 -1.58495 -1.51 2.53 2.61 0.142
O 22.43632 -12.60555 1.51302 -0.04 -0.06 0.02 0.086
C 30.36499 -17.97712 0.63959 -1.18 -0.14 -0.73 -0.075
C 27.00619 -14.74175 0.27620 -0.18 -0.70 -1.02 -0.065
H 27.15078 -17.67212 2.05646 -1.32 -0.61 0.01 0.096
C 22.22366 -13.55591 12.09931 3.05 0.63 -0.21 -0.095
C 19.92944 -12.82171 7.80309 -1.54 0.71 -0.84 0.012
H 28.92404 -17.73141 8.91340 -0.67 1.43 0.56 0.083
H 21.86587 -12.65574 -0.87545 -0.25 -0.33 0.55 0.079
H 27.00413 -10.50159 5.68818 0.10 -0.14 0.20 0.070
H 17.20135 -17.37173 7.70047 -0.58 -0.22 0.26 0.074
C 18.95574 -11.89767 5.86010 0.07 1.72 -1.39 -0.600
C 27.76162 -15.44648 -0.78140 1.38 -2.46 -1.76 -0.239
C 19.90697 -14.67440 2.13862 0.49 -2.31 1.79 -0.229
C 22.83826 -18.60508 5.31529 -0.28 1.17 1.25 -0.017
H 27.01805 -15.28604 1.20021 0.81 -0.07 0.67 0.067
H 29.98567 -19.78369 9.45843 0.35 0.23 -0.36 0.090
H 29.61723 -16.29553 9.75609 -0.27 -0.10 -0.11 0.113
H 29.84473 -9.95205 -0.19587 0.30 -0.13 -0.40 0.090
H 33.52235 -12.89765 -1.15550 0.21 -0.11 0.08 0.088
C 30.71913 -9.55156 9.90864 0.32 0.75 1.15 -0.050
C 33.22972 -15.69651 -1.30197 0.74 -1.34 -1.70 -0.608
C 25.25837 -11.76496 14.75974 1.21 1.31 -1.54 0.019
O 25.89470 -13.73136 4.96211 -0.72 -0.50 0.00 0.104
C 18.76762 -17.72093 6.42466 -1.98 3.36 3.06 -0.284
H 29.70062 -11.51624 -1.14923 0.14 0.54 1.22 0.114
H 31.78571 -12.98169 -0.76751 0.07 0.54 0.16 0.023
O 21.27264 -10.93768 2.54406 0.51 -1.20 0.40 -0.010
O 27.53168 -14.45715 10.43976 0.44 -0.47 -1.41 0.121
O 30.87469 -11.66771 8.21751 -0.30 -0.07 0.51 0.111
C 25.56055 -12.35245 2.20353 -1.32 -0.34 0.58 -0.098
O 25.57025 -11.35545 12.17209 -0.81 0.17 -0.14 0.093
C 32.85811 -19.37679 2.65580 -2.05 -2.93 4.00 -0.203
O 18.13206 -12.15450 4.82251 0.37 -0.88 0.42 -0.036
H 22.18005 -12.67686 11.45837 -0.10 0.07 -0.05 0.077
H 17.48982 -11.70205 2.96125 -1.07 -0.53 -0.31 0.079
H 25.35546 -18.79054 8.71289 -0.39 0.34 0.07 0.092
C 26.54727 -11.29614 12.86570 1.32 -0.64 -0.20 -0.640
H 22.19853 -19.36126 4.87426 0.53 -0.12 -0.73 0.102
C 32.34993 -20.19244 3.85500 2.40 0.76 0.21 -0.041
C 23.74588 -15.86008 -1.49887 -1.71 0.48 -1.74 -0.628
C 32.71905 -11.57961 6.10719 -1.79 0.04 0.71 -0.055
H 31.08901 -8.90714 10.73345 -0.25 0.26 -0.97 0.105
H 18.68302 -10.62660 3.44197 -0.44 -0.13 0.81 0.096
H 22.77709 -18.76098 6.38178 0.49 -0.27 0.35 0.050
C 27.93949 -19.42637 10.75788 1.41 -0.13 1.08 -0.514
N 21.35003 -16.35732 8.29058 0.07 0.91 -0.35 0.183
O 32.68713 -10.67437 7.27119 0.39 -0.96 -0.13 -0.014
H 25.06715 -12.82280 14.52544 -0.06 0.53 0.14 0.100
H 28.08530 -16.94640 10.40482 0.59 -0.39 -0.20 0.072
C 29.37245 -11.54738 0.98698 0.33 -0.08 -1.89 -0.241
H 32.57990 -21.28090 3.74927 -0.17 1.04 -0.07 0.090
C 21.48833 -18.86482 8.92960 1.28 1.20 0.84 -0.034
C 28.52414 -19.24041 4.19306 -1.03 0.63 1.27 -0.242
C 30.05585 -11.02609 -0.19494 -0.50 0.04 -0.32 -0.052
C 23.49045 -14.38826 6.01480 -0.18 -0.06 0.55 -0.018
H 23.74892 -13.40730 6.41910 0.63 -0.21 -0.16 0.026
H 32.27610 -13.36542 -2.40217 0.65 -0.91 0.98 0.115
H 26.49540 -18.77217 13.15122 -0.11 0.11 0.16 0.097
H 28.33490 -14.71838 5.75927 0.50 -0.09 -0.02 0.098
N 30.69114 -17.28691 6.97343 -1.35 -0.39 1.03 0.170
O 28.00021 -20.02301 9.49781 -2.92 1.41 1.81 -0.047
H 25.98303 -14.08950 -2.09865 -0.86 -1.34 -0.39 0.092
H 25.61975 -17.57693 12.05703 0.08 -0.50 0.20 0.063
H 25.07078 -13.34649 2.09589 0.85 0.23 0.65 0.091
C 27.78403 -10.83705 6.37754 1.19 1.11 -0.14 -0.046
C 21.68562 -11.66704 1.47301 -0.08 1.03 0.68 -0.651
H 31.91480 -12.33402 6.21272 0.29 0.52 0.26 0.064
O 26.58284 -14.27975 8.36608 0.00 0.81 0.35 -0.004
H 17.86240 -15.85287 7.14606 0.21 -0.14 -0.67 0.082
C 31.71766 -10.81919 8.20095 1.08 1.11 -1.14 -0.594
H 28.93648 -11.59271 10.71114 -0.09 0.19 0.33 0.073
O 19.27847 -13.05882 6.46919 0.40 1.20 0.64 -0.041
H 30.34607 -12.74077 3.51357 -0.19 0.37 0.07 0.039
H 21.08137 -16.30661 2.85619 0.46 0.05 -0.14 0.057
H 22.39425 -19.03690 9.56362 -0.62 -0.18 -0.81 0.102
H 27.37719 -17.49055 12.23504 -0.39 -0.35 0.41 0.095
C 27.97380 -15.39780 4.98665 -0.44 1.35 0.41 -0.033
O 33.68428 -15.61455 -2.43866 -0.46 0.01 1.63 0.086
N 19.20873 -18.35001 5.61489 1.97 -2.62 -3.08 0.149
C 31.57089 -16.99817 6.31706 1.73 0.04 -1.24 -0.248
C 25.15296 -17.73454 8.48066 -0.52 -0.29 -1.26 -0.028
N 24.31619 -11.16589 6.56185 -0.75 1.48 1.58 0.176
H 32.30324 -16.86853 4.40100 0.12 -0.21 -0.51 0.040
H 28.44884 -19.18031 6.24900 -0.53 0.01 -0.02 0.059
C 25.49417 -14.81112 -2.83329 -1.31 2.58 0.62 -0.015
H 21.41758 -19.43340 8.02626 -0.03 -0.79 -0.16 0.069
```
Forces are in eV/Å.